Here is C28H30BHfN9 as an isolated structure in a non-equilibrium geometry from the Open Molecules 2025 dataset. Energies are from ωB97M-V/def2-TZVPD.

The geometry in ORCA input format:
```
! wB97M-V def2-TZVPD RIJCOSX def2/J DEFGRID3
* xyz 3 2
Hf -0.22 0.65 0.50
N -0.13 -1.36 0.66
N 3.26 -1.90 -1.14
N 0.23 0.56 -1.51
N 1.02 -1.93 0.12
N 3.79 -2.94 -0.40
N 2.59 0.02 0.40
N 1.32 -0.33 -1.78
N 1.78 1.00 1.03
N -2.29 0.80 0.51
C 4.22 -1.50 -2.06
C -1.96 3.58 2.99
C -2.41 4.65 2.24
C -0.85 -2.37 1.29
C -2.66 3.24 0.27
C 5.84 -4.18 -0.15
C -2.09 -2.13 2.08
C -2.76 4.49 0.89
C 2.12 3.19 2.19
C 5.05 -3.12 -0.77
C -1.50 1.79 -2.85
C -0.45 0.73 -2.69
C -5.88 0.00 -0.10
C -4.72 0.54 0.49
C 3.95 1.42 1.59
C -3.37 -0.78 -0.98
C -5.77 -0.84 -1.18
C -3.46 0.17 0.04
C -4.50 -1.26 -1.61
C 5.38 -2.19 -1.80
C 2.62 1.90 1.66
C 1.06 -3.27 0.44
C 1.17 -0.78 -3.09
C 3.90 0.23 0.83
C -2.26 2.10 1.04
C 0.08 -0.11 -3.69
C -1.88 2.29 2.42
C -0.16 -3.58 1.12
B 2.08 -1.04 -0.60
H -6.88 0.36 0.20
H 5.65 -4.20 0.92
H -2.96 -2.65 1.67
H -4.33 -2.00 -2.40
H -2.32 -1.04 2.01
H -2.15 1.83 -1.95
H -0.19 -0.18 -4.72
H 1.15 3.08 2.66
H -2.42 -1.17 -1.33
H -1.55 1.47 3.09
H -2.08 1.60 -3.76
H 4.83 1.91 2.01
H -6.66 -1.18 -1.71
H 4.02 -0.77 -2.81
H 4.65 -0.52 0.64
H -2.94 3.14 -0.76
H -4.85 1.27 1.28
H 5.63 -5.19 -0.54
H -1.63 3.78 4.03
H -2.45 5.63 2.72
H 6.93 -4.04 -0.31
H 2.86 3.56 2.94
H 1.86 -1.54 -3.47
H -0.99 2.77 -2.92
H -0.50 -4.54 1.47
H -3.15 5.35 0.34
H 1.90 -3.91 0.11
H -1.90 -2.40 3.11
H 2.03 3.97 1.41
H 6.29 -2.12 -2.36
*
```

Output
- Kohn-Sham gap (spin up / spin down): 6.720 / 4.033 eV
- ⟨S²⟩: 0.772
- Relative energy (zero: lowest compared OMol25 entry of this formula, charge and spin): 0.0 kcal per mole
- LUMO level (spin up / spin down): -9.499 / -12.186 eV

Here is one molecule with the formula C4H9FN2 in a non-equilibrium geometry from the Open Molecules 2025 dataset. Energies are from ωB97M-V/def2-TZVPD.

The geometry in ORCA input format:
```
! wB97M-V def2-TZVPD RIJCOSX def2/J DEFGRID3
* xyz 0 1
F -1.53 -2.56 0.88
N 0.97 0.93 -0.82
N -0.13 0.16 -0.45
C 1.93 0.86 0.28
C 0.54 2.12 -1.43
C -0.22 -0.53 0.67
C -1.59 -1.14 0.73
H 1.35 2.42 -2.16
H -2.46 -0.68 1.57
H 2.23 -0.31 0.36
H 2.78 1.49 -0.08
H 0.64 -0.69 1.43
H 1.61 1.32 1.32
H -2.21 -1.19 -0.33
H -0.56 2.15 -1.80
H 0.60 3.04 -0.78
*
```

Output
- Kohn-Sham gap: 9.690 eV
- Relative energy (zero: lowest compared OMol25 entry of this formula, charge and spin): 95.6 kcal per mole
- LUMO level: 0.853 eV

Here is a 12-piece molecular cluster, C50H108F10N10O20S6 overall in a non-equilibrium geometry from the Open Molecules 2025 dataset. Energies are from ωB97M-V/def2-TZVPD.

The geometry in ORCA input format:
```
! wB97M-V def2-TZVPD RIJCOSX def2/J DEFGRID3
* xyz 0 1
S -1.60 3.72 -5.92
S 5.53 -0.78 -1.81
S 3.84 -1.70 -3.16
S -3.81 4.21 -5.24
S 1.57 -3.77 -0.04
S 3.68 2.80 6.39
F 6.99 -0.01 -1.97
F 6.16 2.18 5.38
F 1.14 -3.48 2.55
F 4.43 1.42 4.15
F 0.02 -5.10 1.70
F -4.80 5.51 -5.10
F 3.50 -1.63 -4.74
F -1.28 3.63 -7.50
F 2.14 -5.27 2.14
F 4.81 0.49 6.06
O 5.91 -1.95 -1.05
O 2.59 -1.02 -2.68
O 4.77 0.26 -1.10
O -4.14 -2.15 3.50
O 0.13 4.75 0.05
O 0.91 6.46 1.14
O 0.45 -3.02 -0.54
O 3.92 4.17 5.86
O -3.49 3.99 -3.80
O 2.80 -2.99 0.13
O -3.57 -0.07 3.55
O -2.75 -1.24 2.04
O -1.96 2.33 -5.58
O 4.00 -3.14 -2.90
O 1.70 4.51 1.41
O 4.05 2.82 7.80
O -4.72 3.28 -5.89
O -0.29 4.11 -5.41
O 2.35 2.27 6.09
O 1.81 -4.93 -0.86
N 1.59 -5.62 -4.81
N -3.48 -1.17 3.02
N -2.78 4.92 -6.10
N 3.64 2.77 -4.62
N -4.13 6.23 0.90
N -3.45 -4.61 -0.53
N 0.89 5.24 0.87
N 1.09 -0.03 8.87
N 0.60 0.61 0.89
N 5.31 -0.81 -3.31
C -3.63 -4.81 1.00
C 0.51 1.34 3.24
C 5.12 3.43 -2.79
C 2.60 -5.09 -5.82
C -4.38 -5.57 -1.32
C 2.44 -6.49 -3.87
C -4.26 6.12 -1.65
C -1.56 -0.87 6.03
C 2.11 0.95 10.75
C 0.05 0.08 7.72
C 4.90 1.66 5.40
C -5.52 -1.26 -0.91
C -2.83 6.47 0.18
C 1.49 1.33 9.39
C -5.11 -2.70 -0.52
C -4.31 4.77 1.51
C -5.07 6.29 -0.39
C 0.53 -0.81 9.99
C -1.71 0.74 -2.24
C -2.13 -4.95 -1.13
C 2.91 2.47 -3.28
C 1.85 1.62 -6.06
C 5.15 2.78 -4.19
C -0.16 0.14 -0.36
C -3.61 -6.90 -1.29
C -0.46 -2.37 -3.92
C 1.13 -4.45 1.70
C 3.30 4.22 -5.10
C 0.51 -6.49 -5.49
C 1.62 0.53 -7.07
C 0.95 -4.46 -4.03
C -4.39 7.35 1.93
C 3.54 -6.98 -4.86
C 3.35 1.69 -5.70
C 2.33 -0.72 8.26
C -3.40 4.54 2.70
C -2.91 5.74 -1.16
C -0.60 -1.25 7.19
C 0.96 -0.64 1.84
C -3.72 3.12 3.22
C -0.77 1.21 -1.10
C 1.92 1.33 0.50
C -0.21 1.42 1.87
C 1.28 -0.23 11.22
C 1.16 -0.08 3.23
C -3.74 -3.12 -0.81
C 0.22 -3.32 -4.84
C 3.48 -6.21 -6.16
C -2.13 -6.45 -1.25
C 3.66 3.25 -2.26
H 0.40 -4.96 -3.24
H 1.19 2.19 3.27
H 1.87 -7.22 -3.28
H -5.52 7.29 -0.42
H 3.50 4.94 -4.30
H 3.22 4.17 -1.88
H -4.29 7.07 -2.19
H 4.41 -5.88 -6.61
H -5.19 -1.01 -1.91
H -1.16 -1.79 7.95
H -5.11 -0.53 -0.21
H 2.11 -1.68 7.81
H -3.29 -5.84 1.08
H -5.42 7.14 2.21
H -2.90 2.84 3.88
H 0.66 0.60 6.99
H 3.75 0.75 -5.33
H -0.17 -6.90 -4.74
H 4.50 -6.79 -4.40
H 1.66 2.33 0.15
H 0.85 -1.84 9.86
H -6.58 -1.02 -0.90
H 2.25 4.16 -5.37
H 0.16 -1.87 6.73
H 0.69 -0.77 3.94
H -2.09 5.99 -1.84
H -1.30 0.14 -3.06
H -4.69 3.03 3.72
H 3.65 2.60 -1.39
H 1.95 2.89 -3.57
H -1.98 -4.47 -2.09
H -1.17 0.91 1.90
H 1.34 1.27 -5.16
H -2.97 -2.54 -0.29
H -0.46 -3.73 -5.59
H 2.83 0.04 7.66
H 2.61 1.43 1.33
H -2.61 7.54 0.14
H -5.32 -2.79 0.55
H -4.47 -5.22 -2.35
H 2.22 0.61 -7.97
H 5.90 3.00 -2.16
H -4.32 8.36 1.53
H 2.19 -0.17 3.58
H 2.14 1.85 11.37
H 0.21 -1.79 -3.29
H -3.70 7.20 2.76
H 0.59 1.91 9.58
H 1.70 -3.94 -3.43
H -1.44 -6.59 -2.08
H -4.59 -4.63 1.46
H -2.38 4.49 2.33
H 3.90 4.61 -5.93
H -2.09 1.64 -2.73
H 2.51 0.68 -0.15
H -2.53 0.19 -1.79
H 2.07 -4.71 -6.69
H -4.18 4.07 0.68
H 5.68 3.41 -4.91
H -3.81 -7.59 -0.47
H 0.54 -0.42 -0.97
H -5.86 5.55 -0.26
H -3.84 -7.37 -2.24
H 3.01 -6.80 -6.95
H -1.22 1.96 -0.46
H -1.08 -2.86 -3.16
H -1.45 -4.61 -0.34
H -3.41 5.31 3.48
H 5.42 1.74 -4.04
H 3.95 2.04 -6.54
H 5.39 4.48 -2.70
H 0.46 0.11 11.85
H 2.91 1.39 -3.15
H -0.55 -0.71 10.09
H -3.59 -3.10 -1.89
H -0.21 1.54 4.04
H -1.57 -6.84 -0.40
H -2.80 4.66 -1.11
H 3.11 0.56 10.59
H -5.39 -5.59 -0.92
H 0.01 -5.81 -6.18
H 2.88 -1.08 9.13
H -2.62 -1.04 6.26
H -1.43 -1.52 5.16
H -1.48 0.14 5.63
H 2.94 -5.85 -3.14
H 0.97 -7.24 -6.13
H -1.19 -1.64 -4.29
H 0.93 -2.80 -5.49
H -2.04 5.99 0.75
H 3.66 -8.05 -5.03
H -5.31 4.76 1.94
H 1.42 2.51 -6.51
H 3.15 -4.33 -5.25
H -0.74 0.66 8.19
H -4.78 5.33 -2.18
H 1.80 -1.24 1.48
H 0.09 -1.27 1.73
H -0.94 -0.51 0.03
H -5.76 -3.34 -1.12
H 1.68 -0.49 -6.70
H -2.94 -4.10 1.45
H -0.01 1.87 -1.54
H 2.00 1.92 8.63
H -3.61 2.37 2.43
H -0.36 2.43 1.48
H 0.59 0.62 -7.42
H 1.74 -0.97 11.87
*
```

Output
- Kohn-Sham gap: 6.380 eV
- LUMO level: -0.651 eV

Here is a 9-piece molecular cluster, C19H56N8O9 overall in a non-equilibrium geometry from the Open Molecules 2025 dataset. Energies are from ωB97M-V/def2-TZVPD.

The geometry in ORCA input format:
```
! wB97M-V def2-TZVPD RIJCOSX def2/J DEFGRID3
* xyz 0 1
O -2.02 4.10 4.23
O -2.60 -2.91 3.74
O -1.64 1.39 0.14
O 3.90 5.35 -0.87
O 1.87 -2.29 0.93
O -5.33 2.80 -1.54
O -2.28 -1.18 -3.39
O 5.18 0.55 3.67
O 2.16 -1.32 -4.68
N -1.43 -0.79 -0.49
N 3.44 -3.79 0.17
N -1.39 2.00 3.52
N -2.41 3.50 2.02
N -4.53 0.80 -2.34
N 2.55 -4.00 2.31
N -3.11 2.60 -2.02
N 0.26 0.21 0.74
C 2.61 3.43 -1.60
C -0.98 0.34 0.12
C 3.38 0.82 5.28
C 2.62 -3.26 1.15
C 2.51 -0.90 -3.36
C 3.26 0.45 -3.48
C -1.97 3.27 3.31
C -1.72 -3.40 1.54
C 3.34 4.07 -0.44
C 2.96 0.64 2.76
C -4.27 -1.56 -4.77
C -4.40 2.11 -1.92
C 1.21 -0.96 -2.58
C -3.66 -3.09 -2.87
C 3.81 0.22 3.95
C 2.40 4.36 0.73
C -3.14 -2.17 -3.96
C -3.56 -1.64 1.95
C -2.94 -2.96 2.35
H -5.47 0.45 -2.40
H -3.89 -1.58 0.91
H 3.23 -1.56 -2.84
H 3.28 3.21 -2.43
H 1.88 4.14 -1.99
H 1.83 -3.80 2.98
H 4.16 -4.44 0.41
H -3.01 -0.71 2.12
H 2.13 2.50 -1.30
H -2.89 4.35 1.85
H -4.90 -0.96 -4.09
H 0.41 -0.53 -3.18
H -1.52 1.26 2.85
H 5.73 0.22 4.39
H 3.09 1.71 2.58
H -2.32 -0.77 -0.96
H -2.87 3.52 -1.73
H 3.94 0.56 -2.63
H -2.94 -3.75 -2.38
H 3.94 0.38 -4.34
H 1.44 4.78 0.46
H -4.12 -2.44 -2.11
H 2.36 0.49 5.54
H 0.98 -2.03 -2.49
H -1.14 1.88 4.48
H 1.29 -0.44 -1.63
H 4.00 0.49 6.11
H -1.00 -1.69 -0.52
H -1.96 -3.49 0.48
H 3.48 -3.34 -0.72
H -2.28 2.78 1.32
H -1.49 -1.06 -3.93
H 2.93 4.98 1.47
H -0.83 -2.79 1.72
H 3.67 -0.87 4.06
H -3.82 0.32 -2.86
H -3.88 -0.81 -5.46
H 4.21 3.56 -0.02
H -1.77 -2.44 3.84
H 2.23 3.44 1.30
H 3.18 0.00 1.91
H -2.29 2.02 -2.10
H 0.54 1.08 1.15
H 2.92 -1.13 -5.25
H -2.55 -2.79 -4.65
H 0.65 -0.70 0.89
H -4.52 -3.65 -3.24
H 1.91 0.52 3.06
H 2.66 1.34 -3.61
H 3.36 1.91 5.36
H 2.94 -4.92 2.38
H -3.67 -3.76 2.22
H -4.49 -1.52 2.52
H -4.83 -2.32 -5.30
H 3.52 6.05 -0.33
H -1.52 -4.43 1.84
*
```

Output
- Kohn-Sham gap: 9.157 eV
- Relative energy (zero: lowest compared OMol25 entry of this formula, charge and spin): 0.0 kcal per mole
- LUMO level: -0.079 eV

Here is a 2-piece molecular cluster, C10H10N4 overall in a non-equilibrium geometry from the Open Molecules 2025 dataset. Energies are from ωB97M-V/def2-TZVPD.

The geometry in ORCA input format:
```
! wB97M-V def2-TZVPD RIJCOSX def2/J DEFGRID3
* xyz 0 1
N 1.20 2.30 -1.39
N 0.08 0.65 0.03
N 1.11 -1.51 0.17
N -3.95 -2.29 0.62
C -2.94 -3.18 0.87
C 2.47 3.38 -0.90
C 2.25 -0.95 -0.17
C -2.34 -0.59 0.33
C 1.19 1.08 -0.71
C -3.53 -0.93 0.32
C -1.28 -1.39 0.67
C -1.54 -2.70 0.98
C 0.10 -0.69 0.34
C 2.42 0.38 -0.50
H -3.14 -4.17 1.06
H -2.15 0.42 0.27
H 3.51 3.36 -1.68
H -0.52 -3.04 1.58
H 1.86 4.38 -1.34
H -4.23 -0.25 0.17
H 2.50 3.53 0.41
H 3.17 -1.59 -0.18
H 3.36 0.55 -0.95
H 0.40 3.27 0.02
*
```

Output
- Kohn-Sham gap: 7.519 eV
- Relative energy (zero: lowest compared OMol25 entry of this formula, charge and spin): 239.0 kcal per mole
- LUMO level: -1.772 eV

Here is one molecule with the formula C3H8BNO2 in a non-equilibrium geometry from the Open Molecules 2025 dataset. Energies are from ωB97M-V/def2-TZVPD.

The geometry in ORCA input format:
```
! wB97M-V def2-TZVPD RIJCOSX def2/J DEFGRID3
* xyz 0 1
O 2.92 -1.15 0.20
O 0.57 0.57 -1.25
N -1.25 0.10 0.08
C 1.47 0.66 0.04
C -2.47 -0.61 0.43
C 2.91 -0.02 -0.07
B -0.63 0.04 -1.15
H -1.35 0.14 -2.14
H -2.04 -1.62 0.47
H 1.62 1.66 0.34
H -2.66 -0.36 1.49
H -0.73 0.43 0.89
H 3.94 0.53 0.13
H 0.96 0.13 0.87
H -3.26 -0.50 -0.33
*
```

Output
- Kohn-Sham gap: 9.767 eV
- Relative energy (zero: lowest compared OMol25 entry of this formula, charge and spin): 78.1 kcal per mole
- LUMO level: 0.496 eV

Here is C20H46InO2P4 as an isolated structure in a non-equilibrium geometry from the Open Molecules 2025 dataset. Energies are from ωB97M-V/def2-TZVPD.

The geometry in ORCA input format:
```
! wB97M-V def2-TZVPD RIJCOSX def2/J DEFGRID3
* xyz 3 1
In -1.00 1.17 1.08
P 2.51 -2.51 -3.26
P -2.02 -1.14 0.60
P 1.31 -0.82 2.19
P -2.08 2.84 3.87
O -1.49 1.75 2.97
O 0.09 -1.12 -3.17
C 0.42 0.94 -5.91
C 1.97 1.75 -4.25
C -3.83 2.47 4.03
C -3.74 -0.87 1.16
C 0.31 0.14 -3.70
C 3.89 -1.40 -2.82
C 1.65 1.53 -5.59
C -1.49 -2.54 1.67
C -1.87 4.41 3.05
C 2.85 0.14 2.04
C -0.90 2.94 -0.24
C 2.28 -3.85 -2.06
C -0.37 0.39 -4.90
C 1.27 1.08 -3.23
C -1.15 2.72 5.38
C 0.85 -0.41 3.93
C 2.07 -2.47 2.51
C 2.47 -2.99 -5.03
C -2.18 -1.90 -1.05
C -2.25 2.44 -0.27
H -0.21 -0.63 4.10
H 1.95 -4.79 -2.54
H 1.56 -2.56 -5.48
H -0.18 3.22 5.25
H 2.55 -2.46 3.50
H 2.44 -4.09 -5.16
H 4.76 -1.54 -3.49
H 3.53 -0.35 -2.88
H 2.71 1.13 2.48
H -2.56 1.77 -1.09
H 3.68 -0.37 2.54
H -0.65 -3.07 1.20
H -4.17 0.04 0.71
H 0.05 0.97 -6.93
H -4.31 2.52 3.04
H -1.31 -2.53 -1.28
H -2.14 4.35 1.99
H 1.01 0.66 4.12
H 2.29 1.93 -6.40
H -4.32 -1.75 0.84
H -0.71 3.91 0.25
H -0.20 2.67 -1.06
H -3.78 -0.78 2.25
H -1.20 -2.18 2.67
H 3.34 -2.59 -5.58
H 2.82 -2.70 1.75
H -2.50 5.15 3.56
H -0.81 4.70 3.12
H 0.97 -1.61 -2.83
H 2.74 2.50 -4.01
H -3.07 2.95 0.24
H -3.96 1.45 4.42
H -3.10 -2.51 -1.04
H 3.22 -4.00 -1.52
H -2.35 -3.21 1.76
H 4.19 -1.58 -1.77
H -2.26 -1.14 -1.84
H -0.96 1.68 5.65
H 1.30 -3.26 2.50
H -4.31 3.20 4.70
H 1.51 -3.53 -1.33
H -1.72 3.22 6.17
H 1.45 -1.01 4.63
H 3.10 0.26 0.98
H -1.36 -0.03 -5.02
H 1.40 1.27 -2.16
*
```

Output
- Kohn-Sham gap (spin up / spin down): 7.124 / 4.618 eV
- Relative energy (zero: lowest compared OMol25 entry of this formula, charge and spin): 15.3 kcal per mole
- LUMO level (spin up / spin down): -9.248 / -10.717 eV

Number 1: energy -1649.80383 Ha. Number 2: energy -367.03823 Ha. Number 3: energy -7409.48342 Ha. Number 4: energy -1872.86187 Ha. Number 5: energy -605.72975 Ha. Number 6: energy -349.16412 Ha. Number 7: energy -2494.64488 Ha.